No. 1
Molecular formula: C31H25F5O4PSnTe
Method: DFT, ωB97M-V/def2-TZVPD

Values from the calculation:
energy relative to the best compared isomer or geometry (same formula, charge and spin): 0.00 kcal/mol
net charge: +1
spin multiplicity: 1
E_LUMO: -3.619 eV
highest occupied orbital energy: -11.2 eV

Atoms and positions in Å:
Sn 0.02928 -0.11801 0.45266
C 0.74862 6.60001 -1.17462
O 2.04990 6.01300 -1.18108
C 2.17121 4.72849 -0.85774
C 3.50444 4.24356 -0.81728
C 3.72614 2.94563 -0.50528
C 2.66006 2.04290 -0.20288
C 2.95712 0.70074 0.10494
C 4.35919 0.17230 0.09242
O 2.08261 -0.17485 0.43899
C 1.32987 2.55598 -0.24863
O 0.25662 1.84133 0.01476
C 1.10393 3.89364 -0.58524
H 0.90162 7.65681 -1.36483
H 0.26790 6.46302 -0.20516
H 0.12988 6.16618 -1.96200
H 4.30998 4.92935 -1.03582
H 4.74372 2.58427 -0.47298
H 4.97182 0.68942 0.83222
H 4.81741 0.32490 -0.88464
H 4.33850 -0.88863 0.32189
H 0.07759 4.22881 -0.62014
C -5.95245 -1.91505 -1.32639
C -4.90827 -2.52289 -0.63952
C -3.86710 -1.75692 -0.14675
C -3.86956 -0.37512 -0.33606
C -4.91335 0.23334 -1.02640
C -5.95441 -0.54211 -1.51898
P -2.51867 0.58059 0.38106
C -2.73249 2.29563 -0.15153
C -2.49653 2.58289 -1.49605
C -2.65153 3.87446 -1.96824
C -3.02519 4.89139 -1.09553
C -3.24485 4.61167 0.24447
C -3.10440 3.31273 0.71875
C -2.73847 0.48213 2.17152
C -3.98989 0.66746 2.70653
C -4.19461 0.64249 4.09752
C -3.13492 0.42924 4.93142
C -1.83504 0.20128 4.42182
C -0.74694 -0.04488 5.29653
C 0.49939 -0.30052 4.80832
C 0.70932 -0.34124 3.41413
C -0.31048 -0.09029 2.53576
C -1.61767 0.20497 3.02027
H -6.76468 -2.51558 -1.71355
H -4.90342 -3.59437 -0.49123
H -3.05605 -2.23607 0.38806
H -4.92085 1.30438 -1.18199
H -6.76725 -0.06901 -2.05332
H -2.19215 1.79541 -2.17708
H -2.48017 4.08957 -3.01490
H -3.15139 5.90093 -1.46493
H -3.53398 5.40161 0.92484
H -3.27150 3.10219 1.76689
H -4.83575 0.83841 2.05019
H -5.18802 0.79574 4.49608
H -3.27628 0.41961 6.00526
H -0.92944 -0.03346 6.36393
H 1.32462 -0.49041 5.48106
H 1.69604 -0.59455 3.04470
F 0.80373 -2.77278 1.22689
Te 0.25802 -3.35214 -0.46956
F -0.23519 -3.96966 -2.12166
F 1.00995 -4.97725 -0.08055
F 1.90844 -2.82659 -1.12064
F -1.31977 -3.97309 0.25555
O -0.44744 -1.65490 -0.75354



No. 2
Molecular formula: CH5N2S
Method: DFT, ωB97M-V/def2-TZVPD

Values from the calculation:
energy relative to the best compared isomer or geometry (same formula, charge and spin): 93.89 kcal/mol
net charge: +1
spin multiplicity: 1
E_LUMO (spin up / spin down): -6.557 / -7.048 eV
highest occupied orbital energy (spin up / spin down): -14.0 / -13.9 eV

Atoms and positions in Å:
C 0.19945 0.00165 -0.19344
N 1.50634 0.18511 0.06518
N -0.73296 -0.27827 0.66905
S -2.33969 -0.53476 0.39709
H -0.28624 0.13938 -1.18690
H 1.99266 0.95707 -0.44777
H 2.00676 0.02044 0.94429
H -0.31973 -0.48038 1.49175
H -2.02659 -0.01023 -1.73925



No. 3
Molecular formula: CH3OP
Method: DFT, ωB97M-V/def2-TZVPD

Values from the calculation:
energy relative to the best compared isomer or geometry (same formula, charge and spin): 51.09 kcal/mol
net charge: 0
spin multiplicity: 1
SMILES: C1OP1
E_LUMO: 0.067 eV
highest occupied orbital energy: -8.7 eV

Atoms and positions in Å:
C 0.69242 -0.27207 -0.33674
O -0.35135 -0.96924 0.17499
P -1.35881 0.45334 -0.11700
H 1.12239 0.45598 0.42624
H 1.07346 -0.66821 -1.29849
H -1.17811 1.00020 1.15100



No. 4
Molecular formula: C42H39Cl80F8O5P
Method: DFT, ωB97M-V/def2-TZVPD

Values from the calculation:
net charge: 0
spin multiplicity: 1
E_LUMO: -0.196 eV
highest occupied orbital energy: -9.5 eV

Atoms and positions in Å:
C 11.78610 0.23780 3.39458
C 11.21479 0.28230 1.97629
C 11.69315 1.52248 1.18870
C 10.54521 2.20946 0.42552
C 10.04128 3.48909 1.09327
C 9.06340 3.20176 2.25369
C 7.64174 2.89271 1.72118
C 7.15080 1.49692 2.14297
C 6.34888 0.76761 1.04624
C 4.98083 0.27177 1.53007
C 4.54230 -1.04726 0.87353
C 3.65616 -0.89240 -0.36429
C 2.39195 -0.03746 -0.19757
C 1.68041 -0.14105 1.15427
C 0.76386 -1.36336 1.24660
O -0.61512 -0.93313 1.00437
P -1.60841 -1.33001 2.13987
O -1.80551 -2.76583 2.15194
O -1.06174 -0.84443 3.56213
O -2.96566 -0.53435 1.90437
C -4.08537 -1.17295 2.51712
C -5.09711 -0.17290 3.04287
O -6.11808 0.11336 2.09940
C -6.90447 1.19197 2.54690
C -8.35985 0.81989 2.30585
F -8.54853 0.09530 1.23384
F -8.73180 0.05787 3.35970
C -9.35236 2.01258 2.28467
F -10.48111 1.62077 1.67120
F -9.68581 2.37199 3.49872
C -8.87352 3.25581 1.50648
F -8.10064 3.94445 2.33546
F -8.22142 2.93067 0.40885
C -10.02530 4.19179 1.05393
F -9.50984 5.42096 0.94319
F -10.96745 4.24783 1.96234
H 11.50291 -0.65451 3.94336
H 12.86746 0.32586 3.37851
H 11.40701 1.11313 3.91711
H 11.50879 -0.63049 1.45985
H 10.13024 0.31879 2.05288
H 12.41146 1.19670 0.44003
H 12.19265 2.18992 1.88829
H 9.71762 1.50727 0.34890
H 10.92360 2.46174 -0.56104
H 10.85375 4.09600 1.48456
H 9.49476 4.07611 0.35809
H 9.44413 2.37648 2.85096
H 9.03803 4.11072 2.84714
H 6.98706 3.67963 2.08366
H 7.69996 2.99080 0.64066
H 8.04103 0.92718 2.39458
H 6.58152 1.58025 3.06565
H 6.20754 1.42705 0.19572
H 6.94336 -0.10092 0.79393
H 4.20479 1.02739 1.45103
H 5.08165 0.06915 2.59609
H 5.44225 -1.57880 0.56537
H 4.02276 -1.67514 1.59781
H 4.27364 -0.40072 -1.11853
H 3.44925 -1.88120 -0.76192
H 1.69255 -0.38002 -0.95876
H 2.59499 1.00250 -0.42477
H 1.01492 0.71751 1.21714
H 2.32766 -0.06407 2.01814
H 0.86190 -1.79113 2.23652
H 0.97580 -2.09543 0.47697
H -1.74035 -0.98766 4.22952
H -4.61673 -1.77961 1.76946
H -3.82547 -1.82847 3.34042
H -5.56849 -0.58256 3.93942
H -4.59609 0.74998 3.34470
H -6.58566 2.09428 2.03057
H -6.75729 1.33264 3.61640
H -10.39757 3.93164 0.07154
C -5.43122 -0.21840 -1.76187
Cl -4.68936 -1.37120 -0.65810
Cl -4.17021 0.69749 -2.59216
Cl -6.43210 -1.08568 -2.94510
Cl -6.43746 0.88260 -0.83315
C 8.43309 -2.31985 -0.32072
Cl 8.29354 -0.84406 0.63887
Cl 9.98730 -2.32405 -1.17703
Cl 8.33834 -3.73377 0.73276
Cl 7.11669 -2.37346 -1.49711
C 4.73153 -5.81022 -0.16269
Cl 4.62964 -4.34942 0.82785
Cl 6.25719 -5.80937 -1.05160
Cl 4.68886 -7.23618 0.88078
Cl 3.36849 -5.82872 -1.31540
C 11.02530 1.32659 7.60694
Cl 10.63264 -0.02347 8.67700
Cl 9.76497 1.48846 6.37795
Cl 11.11977 2.81782 8.55019
Cl 12.58227 1.02477 6.82604
C -12.84136 -1.14542 1.34661
Cl -14.09829 -0.61735 2.46921
Cl -13.16522 -2.80660 0.83987
Cl -12.84139 -0.08563 -0.07312
Cl -11.26858 -1.06474 2.13917
C -6.44190 0.80979 6.06427
Cl -6.48978 -0.95049 6.21889
Cl -7.66534 1.33819 4.90722
Cl -6.76181 1.54908 7.63467
Cl -4.84270 1.30879 5.49225
C -9.22313 5.08178 5.65799
Cl -9.88992 4.18014 7.02638
Cl -9.00748 6.78127 6.10656
Cl -7.67563 4.38140 5.17623
Cl -10.30389 4.93916 4.27801
C 6.20300 -10.44738 3.69362
Cl 6.36125 -10.05576 5.40916
Cl 5.19642 -11.88758 3.50741
Cl 5.45157 -9.08779 2.84668
Cl 7.80240 -10.75286 3.00834
C -3.50507 0.06676 -6.66329
Cl -4.75506 -0.67770 -5.66489
Cl -1.99412 0.15818 -5.74811
Cl -3.24864 -0.90818 -8.12197
Cl -4.02126 1.69497 -7.10216
C -2.73304 2.57603 -10.85198
Cl -1.47841 2.64614 -9.60941
Cl -3.82069 1.22649 -10.51704
Cl -3.65415 4.08852 -10.84450
Cl -1.98049 2.35470 -12.43390
C -18.04981 0.82472 1.63734
Cl -19.08156 -0.60199 1.48988
Cl -17.46950 0.96201 3.30256
Cl -16.67024 0.66947 0.54796
Cl -18.97724 2.26894 1.21669
C -1.09653 5.10888 -15.39251
Cl -2.14713 5.34188 -16.79390
Cl 0.32143 6.15277 -15.53953
Cl -1.97994 5.52460 -13.92192
Cl -0.57130 3.41711 -15.33077
C -13.73721 -6.72060 0.65151
Cl -13.85873 -8.46113 0.93056
Cl -14.73272 -6.27442 -0.73898
Cl -14.30423 -5.85175 2.08146
Cl -12.05340 -6.29086 0.33121
C -6.65023 4.50730 -5.91227
Cl -5.37616 4.51765 -4.68838
Cl -7.72039 3.12905 -5.63428
Cl -7.57850 6.00740 -5.81225
Cl -5.92255 4.37006 -7.51782
C 0.74634 -6.46677 2.58809
Cl 1.91168 -6.32680 3.91606
Cl -0.15006 -7.98480 2.75041
Cl -0.37211 -5.10481 2.64088
Cl 1.63405 -6.44927 1.06129
C 15.66496 0.83536 0.70979
Cl 15.14123 1.64332 2.18917
Cl 15.88704 2.03608 -0.56698
Cl 17.19528 0.00478 1.01080
Cl 14.44994 -0.34638 0.19571
C 1.66208 0.15867 -17.17825
Cl 0.59550 0.41235 -18.56318
Cl 3.06361 1.22562 -17.30950
Cl 0.78455 0.52308 -15.68728
Cl 2.20035 -1.52313 -17.14670
C -0.85640 -6.94278 -2.12099
Cl -0.98324 -5.48428 -1.13615
Cl 0.72119 -6.99294 -2.92946
Cl -1.03563 -8.37030 -1.09753
Cl -2.13296 -6.93028 -3.34419
C -7.54681 8.43853 1.70754
Cl -7.55835 6.70635 2.03109
Cl -8.62553 8.78959 0.35058
Cl -8.10390 9.31035 3.14117
Cl -5.90524 8.96029 1.30198
C 11.99350 -2.92161 3.14765
Cl 11.36070 -2.32347 1.60716
Cl 12.56841 -4.57983 2.94226
Cl 13.33637 -1.89653 3.68222
Cl 10.70365 -2.88926 4.36608